Entry from the OMol25 dataset: C4H7BO2 in the gas phase (wB97M-V/def2-TZVPD).

- Energy relative to the best compared isomer or geometry (same formula, charge and spin): 73.8 kcal per mole
- LUMO energy: 0.0132 hartree
- HOMO level: -0.3060 hartree
- Kohn-Sham gap: 8.685 eV

Last columns: bonded neighbours and bond lengths (Å).
CARTESIAN COORDINATES (ANGSTROEM)
1 B -2.11140 -0.18031 0.15538  O6 1.370, O7 1.349
2 C -0.01299 -1.45756 0.38896  C3 1.254, H8 1.116
3 C 0.64782 -0.44240 0.06330  C2 1.254, C4 1.548, C5 1.532
4 C -0.04544 0.92587 -0.14458  C3 1.548, O6 1.357, H9 1.037, H10 1.106
5 C 2.14815 -0.15217 -0.03870  C3 1.532, H11 1.146, H12 1.150, H13 1.128
6 O -1.40231 0.95242 -0.14550  B1 1.370, C4 1.357
7 O -3.43560 -0.39824 0.02070  B1 1.349, H14 0.952
8 H 0.20140 -2.44708 0.85789  C2 1.116
9 H 0.29384 1.58213 0.58331  C4 1.037
10 H 0.15270 1.26198 -1.17948  C4 1.106
11 H 2.75938 -1.09043 -0.28208  C5 1.146
12 H 2.39479 0.43259 0.92030  C5 1.150
13 H 2.22733 0.61794 -0.85854  C5 1.128
14 H -3.81766 0.39526 -0.34097  O7 0.952

Atomic partial charges in e from the Löwdin method, atoms 1 to 8: -0.306, 0.101, -0.437, -0.225, -0.069, 0.063, 0.181, 0.060